[1]
Entry from the OMol25 dataset: 2 unconnected molecules or ions with the total composition C7H11N3 (ωB97M-V/def2-TZVPD).

LUMO = 0.0056 Ha
calculated total energy = -437.49488 Ha
Kohn-Sham gap = 0.351 hartree
energy relative to the best compared isomer or geometry (same formula, charge and spin) = 42.6 kcal per mole
structure (SMILES) = Cc1nc[nH]n1.C=CC=C
E_HOMO = -9.4 eV

Structure (ORCA input):
```
! RIJCOSX wB97M-V def2-TZVPD def2/J DEFGRID3
* xyz 0 1
N 0.657 0.882 -0.396
N 1.638 0.300 -1.006
N 2.065 0.190 1.143
C 2.469 -0.076 -0.139
C -2.580 -1.522 0.751
C -2.148 -0.927 -0.387
C 3.828 -0.569 -0.470
C -2.312 0.478 -0.688
C -2.383 1.423 0.230
C 0.865 0.704 0.929
H 0.262 0.956 1.771
H -1.969 1.367 1.199
H 3.995 -0.146 -1.481
H 3.820 -1.605 -0.625
H -2.287 0.786 -1.690
H 4.580 -0.425 0.365
H -2.979 -0.916 1.582
H -2.672 -2.540 0.846
H -0.267 0.945 -0.827
H -1.934 -1.664 -1.071
H -2.648 2.358 -0.035
*
```

Calculated atomic charges, method natural (NBO), unit e: number 1, N, carries -0.3535; number 2, N, carries -0.3076; number 3, N, carries -0.4771; number 4, C, carries 0.2983; number 5, C, carries -0.3168; number 6, C, carries -0.2518; number 7, C, carries -0.6532; number 8, C, carries -0.2498; number 9, C, carries -0.3538; number 10, C, carries 0.1583; number 11, H, carries 0.2021; number 12, H, carries 0.1908; number 13, H, carries 0.2353; number 14, H, carries 0.2215; number 15, H, carries 0.2144; number 16, H, carries 0.2375; number 17, H, carries 0.1837; number 18, H, carries 0.1942; number 19, H, carries 0.4254; number 20, H, carries 0.2107; number 21, H, carries 0.1913


[2]
Entry from the OMol25 dataset: 9 unconnected molecules or ions with the total composition C23H58N7O13 (ωB97M-V/def2-TZVPD).

LUMO = -0.4222 Ha
calculated total energy = -2270.66008 Ha
Kohn-Sham gap = 0.201 hartree
energy relative to the best compared isomer or geometry (same formula, charge and spin) = 23.3 kcal per mole
E_HOMO = -17.0 eV

Structure (ORCA input):
```
! RIJCOSX wB97M-V def2-TZVPD def2/J DEFGRID3
* xyz 5 1
O 3.203 3.131 -3.059
O 4.845 -0.492 0.902
O -4.999 2.770 -1.485
O 2.944 -4.837 -0.191
O -3.476 -2.560 -1.874
O -0.864 5.796 1.295
O -1.175 0.725 0.275
O -2.144 4.940 2.918
O 1.014 1.120 -0.123
O 0.029 -0.714 -0.955
O -3.049 -2.614 2.410
O -1.046 3.601 1.414
O 1.725 5.139 3.341
N -3.552 -4.563 1.259
N 2.401 1.001 -2.666
N -2.147 -0.777 -2.621
N 5.454 -1.956 2.611
N 1.116 3.478 4.804
N -5.710 5.014 -1.555
N 3.089 -5.278 -2.488
C -5.059 -4.397 1.025
C -1.418 -3.140 0.811
C 0.004 0.397 -0.311
C 2.162 -3.071 -1.567
C 3.223 -6.753 -2.038
C -2.800 -3.220 1.428
C 3.091 0.186 -3.757
C 3.216 -0.819 2.610
C -1.341 4.768 1.793
C -4.694 3.881 -1.238
C -7.101 4.450 -1.834
C 4.484 -1.075 1.868
C 1.509 3.988 3.416
C -3.378 4.393 -0.696
C 1.881 2.913 2.405
C 4.084 2.150 -1.062
C 3.242 2.222 -2.319
C -3.335 -1.381 -1.918
C -0.359 3.800 5.143
C -4.260 -0.418 -1.261
C 6.664 -2.457 1.834
C 2.762 -4.405 -1.278
C -1.887 -1.487 -3.912
H -1.288 -0.765 -1.995
H 4.119 -6.714 -1.429
H 2.478 -5.219 -3.307
H -7.058 3.643 -2.558
H -7.688 5.263 -2.259
H 4.922 -2.738 3.012
H -2.723 3.529 -0.604
H -4.761 -0.879 -0.415
H 2.898 -2.305 -1.299
H 2.734 2.386 2.841
H -1.072 3.590 4.352
H 2.437 -0.447 1.941
H -5.334 -5.449 0.957
H -0.873 1.548 0.746
H -5.352 5.462 -2.398
H -0.846 -2.327 1.251
H 7.118 -1.573 1.394
H -3.466 4.905 0.265
H -1.113 -0.993 -4.494
H 2.877 0.799 -4.628
H 4.147 0.007 -3.583
H 5.820 -1.582 3.498
H -2.328 0.214 -2.796
H 3.299 0.010 3.320
H -0.469 4.821 5.498
H 1.931 -3.017 -2.630
H 6.312 -3.225 1.155
H 3.536 2.124 -0.122
H -0.503 3.166 6.018
H 1.314 -2.784 -0.944
H -5.464 -3.907 1.904
H 3.993 -4.996 -2.885
H 1.745 3.814 5.535
H -5.762 5.572 -0.702
H 2.112 3.239 1.395
H -1.420 -2.933 -0.260
H 1.173 2.462 4.849
H -7.618 4.115 -0.940
H 2.871 -1.667 3.203
H 3.263 -7.460 -2.865
H -3.438 -5.184 2.069
H -0.841 -4.056 0.957
H 1.553 1.435 -3.044
H -3.086 -5.136 0.552
H 2.390 -7.101 -1.431
H -4.999 -0.126 -2.015
H 4.746 1.283 -1.001
H 7.371 -2.856 2.559
H -2.314 5.891 2.818
H 2.508 -0.733 -3.757
H 4.766 2.996 -1.132
H -2.788 -1.639 -4.501
H -2.774 5.118 -1.251
H -3.766 0.503 -0.951
H 1.027 2.264 2.202
H -5.149 -3.893 0.068
H 1.987 0.581 -1.818
H -1.504 -2.484 -3.700
*
```

Results of the Löwdin charge analysis, in e, for atoms 1 through 99: number 1, O, carries 0.2284; number 2, O, carries 0.1818; number 3, O, carries 0.1603; number 4, O, carries 0.1802; number 5, O, carries 0.1476; number 6, O, carries 0.0041; number 7, O, carries 0.0894; number 8, O, carries 0.0239; number 9, O, carries -0.0136; number 10, O, carries -0.1001; number 11, O, carries 0.2112; number 12, O, carries -0.0859; number 13, O, carries 0.2345; number 14, N, carries 0.0818; number 15, N, carries 0.0750; number 16, N, carries 0.0855; number 17, N, carries 0.0860; number 18, N, carries 0.1029; number 19, N, carries 0.1151; number 20, N, carries 0.1064; number 21, C, carries 0.0687; number 22, C, carries 0.0160; number 23, C, carries -0.7478; number 24, C, carries 0.0269; number 25, C, carries 0.0535; number 26, C, carries -0.3582; number 27, C, carries 0.0549; number 28, C, carries 0.0342; number 29, C, carries -0.8508; number 30, C, carries -0.3539; number 31, C, carries 0.0282; number 32, C, carries -0.3865; number 33, C, carries -0.3860; number 34, C, carries 0.0369; number 35, C, carries 0.0099; number 36, C, carries 0.0412; number 37, C, carries -0.3958; number 38, C, carries -0.4052; number 39, C, carries 0.0546; number 40, C, carries 0.0417; number 41, C, carries 0.0581; number 42, C, carries -0.3885; number 43, C, carries 0.0181; number 44, H, carries 0.1056; number 45, H, carries 0.1082; number 46, H, carries 0.1845; number 47, H, carries 0.0998; number 48, H, carries 0.1145; number 49, H, carries 0.1829; number 50, H, carries 0.0794; number 51, H, carries 0.1055; number 52, H, carries 0.1029; number 53, H, carries 0.0805; number 54, H, carries 0.0826; number 55, H, carries 0.0910; number 56, H, carries 0.1181; number 57, H, carries 0.0949; number 58, H, carries 0.1912; number 59, H, carries 0.0917; number 60, H, carries 0.1128; number 61, H, carries 0.1020; number 62, H, carries 0.1037; number 63, H, carries 0.1162; number 64, H, carries 0.1115; number 65, H, carries 0.2052; number 66, H, carries 0.1782; number 67, H, carries 0.1052; number 68, H, carries 0.1178; number 69, H, carries 0.0841; number 70, H, carries 0.1051; number 71, H, carries 0.0677; number 72, H, carries 0.1035; number 73, H, carries 0.0757; number 74, H, carries 0.1163; number 75, H, carries 0.1954; number 76, H, carries 0.1898; number 77, H, carries 0.1859; number 78, H, carries 0.0906; number 79, H, carries 0.0606; number 80, H, carries 0.1561; number 81, H, carries 0.1143; number 82, H, carries 0.0995; number 83, H, carries 0.1212; number 84, H, carries 0.1928; number 85, H, carries 0.1005; number 86, H, carries 0.1741; number 87, H, carries 0.1732; number 88, H, carries 0.1113; number 89, H, carries 0.1216; number 90, H, carries 0.0777; number 91, H, carries 0.1218; number 92, H, carries 0.1164; number 93, H, carries 0.0775; number 94, H, carries 0.1141; number 95, H, carries 0.1190; number 96, H, carries 0.1229; number 97, H, carries 0.0758; number 98, H, carries 0.0606; number 99, H, carries 0.0953